(1)
{
  "formula": "C3H10NS",
  "method": "the ωB97M-V functional and the def2-TZVPD basis",
  "species": ["C", "C", "N", "C", "S", "H", "H", "H", "H", "H", "H", "H", "H", "H", "H"],
  "positions_angstrom": [[-1.798711, -0.816445, 1.149678], [-0.708314, -0.560408, 0.122986], [0.400401, -1.595503, 0.245137], [-0.115263, 0.806205, 0.266202], [1.199374, 1.238891, -0.896866], [-2.706570, -0.294895, 0.846795], [-1.575763, -0.497251, 2.165195], [-2.078369, -1.874774, 1.129205], [-1.151850, -0.709749, -0.859953], [0.948185, -1.800235, -0.601706], [1.152548, -1.287195, 0.865283], [0.086387, -2.538872, 0.484079], [-0.911265, 1.551437, 0.218588], [0.332895, 0.964548, 1.250669], [0.721911, 0.912160, -2.094288]],
  "forces_ev_per_angstrom": [[-0.3680, -0.5309, -0.1574], [-0.4388, -0.2369, 0.1897], [0.9899, -0.7748, -0.5964], [-0.1377, 0.8664, -0.4768], [1.0284, 0.0808, 0.4161], [0.1251, 0.1633, -0.0742], [0.2892, -0.0903, 0.0122], [0.0381, 0.0603, 0.2371], [0.2342, 0.0191, -0.1395], [-0.4420, 0.7589, -0.3908], [-0.3046, -0.0383, 0.5448], [-0.3326, 0.2507, 0.6320], [-0.1096, -0.1805, -0.1151], [0.0818, -0.2164, 0.0068], [-0.6535, -0.1316, -0.0884]],
  "smiles": "C[C@H]([NH3+])CS",
  "charge": 1,
  "de_lowest_kcal_mol": 6.0,
  "total_energy_ev": -15591.8394,
  "homo_lumo_gap_ev": 9.84
}


(2)
{
  "formula": "C35H32GeN4OPtS2",
  "method": "the ωB97M-V functional and the def2-TZVPD basis",
  "species": ["Pt", "O", "N", "C", "C", "C", "C", "C", "S", "H", "H", "H", "H", "C", "C", "C", "C", "N", "C", "S", "N", "C", "H", "H", "H", "H", "H", "H", "H", "H", "C", "C", "C", "N", "C", "C", "H", "H", "H", "H", "H", "C", "Ge", "C", "C", "C", "C", "C", "C", "C", "C", "C", "C", "C", "C", "C", "C", "C", "C", "C", "C", "H", "H", "H", "H", "H", "H", "H", "H", "H", "H", "H", "H", "H", "H", "H"],
  "positions_angstrom": [[1.850404, 0.031556, 1.423185], [3.813773, 0.358400, 0.844619], [3.993838, 0.413465, -0.479711], [3.896781, 1.644666, -1.030306], [4.105502, 1.862959, -2.365888], [4.349622, 0.744302, -3.173226], [4.371665, -0.503124, -2.609995], [4.188275, -0.719059, -1.220228], [4.213502, -2.263013, -0.537739], [3.662053, 2.409805, -0.310083], [4.024451, 2.863194, -2.764853], [4.495674, 0.857630, -4.241003], [4.530586, -1.390533, -3.205537], [1.795459, -4.923155, 0.312370], [1.426117, -4.384728, 1.649320], [0.562805, -4.943787, 2.552666], [0.372224, -4.348584, 3.805058], [1.009440, -3.163760, 4.141829], [1.824548, -2.633259, 3.277680], [2.638739, -1.115648, 3.525371], [2.086470, -3.230456, 2.052466], [-0.601561, -4.877455, 4.808496], [1.116281, -5.727898, 0.025648], [2.820155, -5.310824, 0.305370], [1.768719, -4.142660, -0.451720], [0.030198, -5.850859, 2.284606], [2.717689, -2.743717, 1.420809], [-0.567582, -5.969914, 4.880352], [-1.641881, -4.604218, 4.580046], [-0.368970, -4.459826, 5.788411], [-2.386136, -1.663716, 2.819113], [-1.723123, -0.720299, 3.590858], [-0.526931, -0.205369, 3.141403], [0.012529, -0.572302, 1.970223], [-0.633282, -1.472780, 1.215993], [-1.825436, -2.047387, 1.613655], [-3.325003, -2.088864, 3.150453], [-2.110304, -0.395983, 4.547138], [0.061588, 0.487373, 3.723633], [-0.149085, -1.731203, 0.285798], [-2.300690, -2.772625, 0.969889], [1.256515, 1.068967, -0.134934], [-0.480113, 1.562796, -0.759331], [-0.425248, 1.539263, -2.758299], [-1.526388, 1.775508, -3.577862], [-1.412955, 1.787172, -4.962238], [-0.180966, 1.557602, -5.558743], [0.928022, 1.317109, -4.758009], [0.803784, 1.310918, -3.375709], [-2.360156, 0.901153, -0.435321], [-2.905527, -0.128953, -1.204997], [-4.162575, -0.652564, -0.941931], [-4.914959, -0.157828, 0.115326], [-4.391177, 0.859384, 0.899886], [-3.132500, 1.375766, 0.623652], [-0.718570, 3.523814, -0.406651], [0.380782, 4.246658, 0.054854], [0.311855, 5.618254, 0.253685], [-0.866981, 6.303860, -0.008825], [-1.972741, 5.601881, -0.467570], [-1.891770, 4.229098, -0.662027], [-2.498779, 1.956040, -3.130083], [-2.288085, 1.974131, -5.576729], [-0.087356, 1.562986, -6.639717], [1.896167, 1.129685, -5.210653], [1.662011, 1.120777, -2.740236], [-2.329835, -0.531081, -2.033414], [-4.556782, -1.452756, -1.560343], [-5.898028, -0.564358, 0.327454], [-4.963139, 1.248538, 1.735599], [-2.737918, 2.166252, 1.254899], [1.295059, 3.697466, 0.260058], [1.181714, 6.156313, 0.615589], [-0.923831, 7.376524, 0.143500], [-2.900759, 6.125130, -0.675053], [-2.767871, 3.698153, -1.021992]],
  "forces_ev_per_angstrom": [[-0.0449, -0.2738, -0.1584], [0.1176, -0.0702, -0.0506], [0.0580, 0.2134, 0.1138], [-0.2229, -0.0079, 0.1097], [0.1382, -0.1113, -0.1183], [-0.0209, 0.1378, 0.1053], [0.0424, -0.0270, -0.0690], [-0.0435, 0.0476, -0.0195], [0.0366, -0.1907, 0.0680], [0.0682, 0.0113, -0.0190], [-0.0139, 0.0049, -0.0117], [0.0081, 0.0109, -0.0258], [0.0087, 0.0123, -0.0079], [-0.0776, -0.0395, -0.0432], [-0.0809, -0.0530, 0.1182], [0.0418, 0.0106, -0.1432], [-0.0092, -0.1211, 0.0591], [0.0556, 0.1586, -0.1058], [-0.0581, 0.0536, -0.0449], [0.1110, 0.1281, 0.1190], [0.0411, -0.0400, 0.1065], [-0.0185, -0.0544, 0.0170], [0.0121, -0.0123, 0.0191], [0.0436, -0.0005, 0.0037], [-0.0156, 0.0312, -0.0231], [0.0044, -0.0023, -0.0009], [-0.0089, 0.0422, -0.0499], [-0.0184, -0.0153, -0.0173], [-0.0430, 0.0388, -0.0057], [0.0141, -0.0063, 0.0250], [0.0367, 0.0580, -0.0384], [-0.1211, -0.1085, -0.0063], [0.1475, -0.0310, -0.0797], [-0.0956, 0.1148, -0.0062], [0.1152, 0.1026, 0.0638], [-0.0802, 0.0678, 0.0911], [-0.0046, -0.0137, 0.0105], [-0.0109, -0.0152, -0.0048], [-0.0305, 0.0173, -0.0201], [0.0092, 0.0206, -0.0181], [-0.0159, -0.0268, -0.0018], [-0.1636, 0.0245, -0.0256], [0.1138, 0.0986, -0.0579], [0.0145, -0.0496, 0.1008], [-0.0858, 0.0775, 0.0233], [-0.0463, 0.0067, -0.0576], [0.0202, -0.0079, -0.0451], [0.0524, -0.0039, -0.0508], [0.0177, -0.0787, 0.0498], [0.0655, -0.0529, -0.0077], [0.0648, -0.0126, -0.0421], [-0.0540, -0.0652, -0.0154], [-0.0595, -0.0269, 0.0047], [-0.0492, -0.0052, 0.0635], [0.0611, 0.0130, 0.0931], [0.0454, -0.0954, -0.0205], [0.0342, -0.0359, 0.0650], [0.0366, 0.0620, 0.0266], [-0.0065, 0.0466, 0.0087], [-0.0461, 0.0727, 0.0051], [-0.0873, -0.0344, -0.0561], [-0.0208, -0.0022, 0.0095], [0.0065, 0.0007, 0.0020], [0.0006, -0.0003, 0.0058], [-0.0004, -0.0032, -0.0029], [-0.0130, -0.0035, -0.0102], [0.0000, -0.0003, -0.0091], [0.0026, 0.0083, 0.0034], [0.0137, 0.0018, 0.0006], [-0.0065, 0.0024, 0.0042], [0.0008, 0.0149, 0.0009], [0.0172, -0.0039, -0.0042], [0.0003, 0.0043, 0.0032], [-0.0009, -0.0062, 0.0002], [0.0042, 0.0030, -0.0017], [-0.0074, -0.0103, -0.0038]],
  "charge": -2,
  "spin_multiplicity": 3,
  "de_lowest_kcal_mol": 32.5,
  "total_energy_ev": -126251.9512,
  "homo_lumo_gap_ev": [4.16, 4.59]
}